(1)
9
Properties=species:S:1:pos:R:3:nbo_charge:R:1 method="wB97M-V/def2-TZVPD" de_lowest_kj_mol=49.5 orbital_gap_ev=8.695
C 1.0499 -0.2099 -0.0849 -0.52
C -1.6431 0.3987 -0.0500 -0.76
S 0.6471 -1.7930 0.0252 -0.02
S 2.6370 0.5140 -0.0026 0.10
S -0.0544 1.1631 -0.0076 0.33
H -2.2120 1.0579 0.4827 0.23
H -1.6484 -0.6161 0.5529 0.26
H -1.8924 0.2715 -1.0419 0.23
H 3.1163 -0.7864 0.1262 0.16


(2)
8
Properties=species:S:1:pos:R:3:nbo_charge:R:1 method="wB97M-V/def2-TZVPD" de_lowest_kj_mol=486.4 orbital_gap_ev="6.800 / 6.613"
C 0.2173 0.4108 0.0553 0.42
C 1.2294 -0.4292 0.2296 -0.59
N -1.1412 -0.0677 -0.3712 0.12
O -0.0581 1.6048 0.2489 -0.56
O -2.0726 -0.4383 0.3049 -0.19
H 1.0525 -1.5000 0.0734 0.22
H 2.1900 -0.0386 0.5843 0.23
H -1.4173 0.4582 -1.1253 0.35


(3)
76
Properties=species:S:1:pos:R:3:nbo_charge:R:1 method="wB97M-V/def2-TZVPD" total_charge=-1 de_lowest_kj_mol=219.9 orbital_gap_ev=4.908
Tl -0.9557 -0.5411 -0.0382 0.65
Cl 1.9678 -1.6577 -6.1252 0.04
C 1.7888 -1.7598 -4.4126 -0.02
C 0.6198 -2.1426 -3.9039 -0.27
C 0.4321 -2.2064 -2.4565 0.39
N -0.6420 -2.5739 -1.8858 -0.49
C -1.6217 -3.3302 -2.5210 0.65
O -1.3389 -4.2358 -3.2770 -0.56
C -3.0434 -3.0627 -2.1260 0.09
C -4.0580 -3.6906 -2.8315 -0.18
C -5.3633 -3.3888 -2.4901 -0.17
C -5.5946 -2.4847 -1.4642 -0.23
C -4.5062 -1.9280 -0.8048 0.04
N -3.2505 -2.2149 -1.1265 -0.40
C 1.5901 -1.8251 -1.5670 0.29
C 2.8208 -1.3919 -2.2159 -0.26
C 2.9136 -1.3765 -3.5472 -0.01
Cl 4.3850 -0.8524 -4.2745 0.05
N 1.4067 -1.9344 -0.3045 -0.51
C 2.4424 -2.0348 0.6182 0.65
O 3.5368 -2.4908 0.3620 -0.57
C 2.0797 -1.6138 2.0168 0.09
C 3.0025 -1.7868 3.0382 -0.21
C 2.6267 -1.4151 4.3172 -0.17
C 1.3670 -0.8694 4.5133 -0.25
C 0.5288 -0.7115 3.4182 0.07
N 0.8710 -1.0931 2.1931 -0.40
H -0.2043 -2.4094 -4.5492 0.26
H -3.8066 -4.3683 -3.6333 0.24
H -6.1877 -3.8439 -3.0240 0.21
H -6.5980 -2.2018 -1.1747 0.22
H -4.6409 -1.2179 0.0054 0.21
H 3.6583 -1.0992 -1.6033 0.26
H 3.9726 -2.2049 2.8122 0.24
H 3.3137 -1.5348 5.1455 0.22
H 1.0372 -0.5483 5.4926 0.24
H -0.4533 -0.2624 3.5247 0.21
Br -3.4478 -0.3739 2.5924 0.03
C -3.2848 1.4997 2.1138 -0.54
Br -3.7955 1.7944 0.2962 0.09
H -2.2384 1.7825 2.2015 0.27
H -3.9505 2.0606 2.7531 0.22
O -3.3411 -1.1947 -4.6078 -0.95
S -3.1065 0.1308 -4.0902 2.30
O -4.2288 0.8837 -3.6042 -0.93
N -1.9323 0.0897 -2.9508 -0.82
C -0.8574 0.7441 -3.3199 0.09
S 0.5306 0.9135 -2.3733 -0.21
C -0.9478 1.3242 -4.7126 -0.02
C 0.0247 1.9738 -5.4490 -0.19
C -0.2800 2.3469 -6.7526 -0.21
C -1.5291 2.0684 -7.3069 -0.20
C -2.5039 1.4089 -6.5676 -0.19
C -2.1816 1.0630 -5.2701 -0.33
H 0.9939 2.1705 -5.0079 0.24
H 0.4654 2.8560 -7.3506 0.21
H -1.7384 2.3576 -8.3293 0.21
H -3.4736 1.1779 -6.9890 0.23
S 3.7523 5.5012 4.2335 -0.26
C 2.6614 4.3336 3.7264 -0.11
S 1.8883 4.4115 2.1919 0.42
C 1.0479 2.8973 2.4539 -0.10
N 1.3357 2.3759 3.6099 -0.37
N 2.2348 3.1960 4.3128 -0.26
C 2.6370 2.6703 5.5742 0.14
C 3.0858 3.4849 6.6058 -0.21
C 3.4657 2.9132 7.8143 -0.21
C 3.4021 1.5433 8.0124 -0.23
C 2.9386 0.7384 6.9787 -0.24
C 2.5554 1.2923 5.7704 -0.17
S 0.0036 2.3039 1.2300 -0.38
H 3.1320 4.5542 6.4693 0.25
H 3.8140 3.5612 8.6096 0.21
H 3.7099 1.1082 8.9548 0.21
H 2.8713 -0.3354 7.1124 0.20
H 2.1910 0.6765 4.9642 0.24